# 1
Below is the molecule C7H8N4 at a distorted geometry, with properties calculated with ωB97M-V with the def2-TZVPD basis set.

XYZ file:
```
19
C7H8N4 ωB97M-V with the def2-TZVPD basis set
C -2.82825 -0.47816 -1.53349
C -1.85777 -1.18680 -1.34997
C -0.65564 -2.13322 -1.08592
C 0.50690 -1.43240 -0.26687
C 0.94731 -0.00186 -0.81313
C 0.83771 1.00189 0.42571
N 1.92240 1.00296 1.24935
N 1.81648 1.79318 2.29443
C 0.63682 2.47447 2.37133
N -0.43268 2.50341 1.52351
N -0.32307 1.71236 0.47967
H -3.61020 0.24455 -1.84427
H -1.05833 -2.97279 -0.42765
H -0.27485 -2.65653 -2.01830
H 0.12835 -1.31953 0.80149
H 1.42662 -2.07977 -0.20677
H 0.28912 0.39111 -1.65119
H 2.00169 0.00892 -1.24021
H 0.52738 3.12822 3.29225
```

Results
**Spin multiplicity**: 1
**Kohn-Sham gap**: 8.96 eV
**ΔE to the lowest compared entry with this formula, charge and spin**: 119.28 kcal per mole
**Total energy**: -490.383126 Ha
**E_HOMO**: -9.77 eV
**E_LUMO**: -0.8 eV

=====

# 2
Below is a structure of composition C9H9ClIN2O3 at a distorted geometry, with properties calculated with ωB97M-V with the def2-TZVPD basis set.

XYZ file:
```
25
C9H9ClIN2O3 ωB97M-V with the def2-TZVPD basis set
C 0.09651 0.60315 3.98310
C 0.36219 0.52834 2.49056
O 1.36856 0.99658 2.04511
O -0.58497 -0.12675 1.76765
C -0.94386 0.52480 0.54878
C -1.27617 -0.52802 -0.52518
C -2.09675 -1.58708 0.11984
N -2.45870 -2.53248 0.67505
C -0.07305 -1.12055 -1.29848
C 1.10751 -1.35724 -0.44727
N 2.01447 -1.51012 0.24520
C 0.23343 -0.30854 -2.60268
C 1.49781 0.52792 -2.60414
O 2.25759 0.39177 -3.49292
Cl 1.86891 1.69769 -1.30346
H 0.83786 1.22137 4.47542
H 0.18840 -0.40399 4.40175
H -0.92063 0.94183 4.18280
H -0.23009 1.27381 0.20875
H -1.88357 1.05524 0.74800
H -1.93124 -0.03648 -1.24523
H -0.38153 -2.11330 -1.63252
H -0.65348 0.26815 -2.86313
H 0.37082 -1.03697 -3.39650
I 1.23001 2.63087 -4.48049
```

Results
**Spin multiplicity**: 1
**Kohn-Sham gap**: 5.76 eV
**ΔE to the lowest compared entry with this formula, charge and spin**: 14.34 kcal per mole
**Total energy**: -1441.507363 Ha
**Total charge**: -1
**E_HOMO**: -3.17 eV
**E_LUMO**: 2.6 eV

=====

# 3
Below is a cluster of 2 separate species, C30H25BF6O2S in total at a distorted geometry, with properties calculated with ωB97M-V with the def2-TZVPD basis set.

XYZ file:
```
65
C30H25BF6O2S ωB97M-V with the def2-TZVPD basis set
C 5.25558 -0.93049 -3.77255
C 4.19387 -0.42706 -2.88115
C 4.18932 0.77824 -2.20996
C 3.00895 0.98289 -1.48358
C 2.05623 0.00488 -1.74902
B 1.04629 -1.27297 0.98036
C 0.65154 0.18241 -1.65567
C -0.29056 -0.69002 -2.23171
C -1.37078 -0.08084 -2.84527
C -2.28493 -0.90663 -3.69818
F -2.49144 -0.33460 -4.92451
F -1.82333 -2.16895 -3.93191
F -3.52609 -1.04889 -3.11852
C -1.60502 1.29833 -2.75594
C -0.83911 2.02880 -1.84988
C -1.02333 3.50700 -1.64175
F -0.77097 3.88522 -0.34867
F -0.18060 4.25272 -2.41990
F -2.29997 3.90975 -1.92621
C 0.19789 1.41812 -1.17315
O 1.66118 -2.30515 0.28561
C 2.90181 -2.41325 1.02100
C 3.05943 -1.10872 1.82819
O 1.84732 -0.33976 1.58575
S 2.69476 -1.29946 -2.69994
H 5.87260 -0.09022 -4.09822
H 5.87477 -1.66720 -3.25077
H 4.77641 -1.40591 -4.63283
H 5.04221 1.46463 -2.23264
H 2.77938 1.79829 -0.80328
H -0.09975 -1.75878 -2.21679
H -2.39929 1.79540 -3.31445
H 0.77207 1.86075 -0.36707
H 2.78321 -3.28604 1.69558
H 3.69999 -2.54427 0.27890
H 3.08485 -1.27515 2.92514
H 3.93433 -0.53487 1.47765
C -0.46148 -1.08610 0.89543
C -0.38613 -2.06465 2.12426
C -0.32334 -3.47173 1.90176
C -0.12303 -4.33791 2.96319
C 0.06268 -3.83608 4.25769
C 0.04560 -2.45000 4.48735
C -0.14112 -1.56824 3.43215
C -1.05829 0.21450 1.21349
C -2.28235 0.53290 0.78274
C -3.01290 1.71922 1.15427
C -3.97490 2.20337 0.25194
C -4.62774 3.39690 0.51836
C -4.35357 4.07519 1.71778
C -3.43477 3.56794 2.65235
C -2.74684 2.38715 2.37157
H -0.93380 -1.50798 0.01507
H -0.29759 -3.84261 0.87673
H -0.03272 -5.40827 2.78455
H 0.25746 -4.50827 5.08184
H 0.27506 -2.05451 5.47230
H 0.02706 -0.49318 3.56663
H -0.49361 0.88220 1.89403
H -2.77816 -0.12528 0.04990
H -4.13806 1.64355 -0.67117
H -5.32898 3.79697 -0.21387
H -4.88431 5.00363 1.93634
H -3.23333 4.08801 3.59118
H -1.99960 1.96503 3.04752
```

Results
**Spin multiplicity**: 1
**Kohn-Sham gap**: 7.37 eV
**ΔE to the lowest compared entry with this formula, charge and spin**: 0.00 kcal per mole
**Total energy**: -2330.957908 Ha
**E_HOMO**: -7.77 eV
**E_LUMO**: -0.4 eV

=====

# 4
Below is a cluster of 7 separate species, C35H76F3O20 in total at a distorted geometry, with properties calculated with ωB97M-V with the def2-TZVPD basis set.

XYZ file:
```
134
C35H76F3O20 ωB97M-V with the def2-TZVPD basis set
O -0.79278 -0.47171 -0.03450
C -1.18075 -0.05349 1.25313
O -2.26897 0.59600 1.29208
O -0.56918 -0.42228 2.25785
H -1.44393 0.08402 -0.49490
C -1.90420 -3.42610 2.01698
O -3.07654 -2.68870 1.90588
C -3.97813 -3.05394 0.92362
C -5.10987 -2.07630 0.82481
O -5.66700 -1.83266 2.10092
C -6.71173 -0.91001 2.09004
C -6.22740 0.49662 1.74257
O -5.26427 0.86958 2.67798
C -4.74501 2.17535 2.50379
H -1.07687 -2.88535 2.47726
H -1.53487 -3.72939 1.02476
H -2.01109 -4.34674 2.61441
H -4.42559 -4.04989 1.10304
H -3.44559 -3.11480 -0.03888
H -5.92357 -2.43183 0.17674
H -4.75047 -1.15665 0.35032
H -7.20734 -0.88334 3.06421
H -7.55580 -1.17963 1.42966
H -7.09171 1.17887 1.77690
H -5.88774 0.47654 0.70092
H -3.66137 2.05443 2.40003
H -4.98634 2.74172 3.40751
H -5.05828 2.76303 1.63434
C -3.88255 2.05363 -1.65859
O -3.05993 3.19202 -1.71222
C -2.05370 3.15402 -0.70359
C -1.16644 4.37967 -0.86378
O -0.15944 4.22573 -1.85783
C -0.69202 4.09509 -3.15107
C 0.30517 4.22834 -4.27988
O 0.61388 5.55194 -4.66814
C 1.01561 6.36171 -3.57555
H -3.34408 1.20654 -2.10911
H -4.75105 2.16859 -2.31929
H -4.29878 1.85299 -0.66874
H -1.45058 2.24809 -0.80034
H -2.53824 3.19507 0.27499
H -0.63556 4.48663 0.08179
H -1.83378 5.20875 -1.12594
H -1.50234 4.80805 -3.36060
H -1.19378 3.13146 -3.29276
H -0.10368 3.70430 -5.14752
H 1.21206 3.63504 -4.09640
H 1.41712 7.26953 -4.02194
H 1.76034 5.83429 -2.97114
H 0.19588 6.62698 -2.90196
C 4.03923 -0.63998 1.30015
O 2.70124 -0.89153 1.61791
C 2.16990 -2.07117 1.07360
C 2.48617 -3.30591 1.89348
O 1.85115 -3.16391 3.14121
C 2.09834 -4.18606 4.05170
C 1.35643 -5.50517 3.81649
O 2.02877 -6.20906 2.79093
C 1.28881 -7.21745 2.12332
H 4.28796 -0.69266 0.22894
H 4.75316 -1.31728 1.78981
H 4.20070 0.38229 1.64585
H 2.41368 -2.22510 0.00973
H 1.08404 -1.95216 1.02984
H 3.55580 -3.56491 1.91827
H 2.07841 -4.17509 1.35460
H 1.74074 -3.87191 5.04082
H 3.17006 -4.36190 4.22085
H 0.35290 -5.21036 3.48591
H 1.34380 -6.04744 4.76687
H 0.29423 -6.80911 1.92848
H 1.32356 -8.18274 2.63526
H 1.80672 -7.36713 1.17337
C 0.07190 -3.36818 -9.23674
O -0.24876 -3.30333 -7.87342
C 0.29755 -4.38517 -7.14915
C -0.27426 -4.48719 -5.76754
O 0.09971 -3.42212 -4.95788
C -0.79450 -3.14226 -3.90198
C -0.70182 -1.72475 -3.39918
O -0.95553 -0.80006 -4.44674
C 0.19436 -0.35376 -5.13439
H -0.38776 -2.51757 -9.75063
H -0.35301 -4.21098 -9.79286
H 1.15481 -3.22291 -9.32159
H 1.37436 -4.17006 -7.03813
H 0.17436 -5.32818 -7.69240
H -0.07507 -5.45296 -5.26950
H -1.36667 -4.64759 -5.85824
H -0.67858 -3.89355 -3.10563
H -1.82606 -3.30996 -4.24581
H 0.25142 -1.51853 -2.89918
H -1.46308 -1.50906 -2.64822
H -0.12075 0.35867 -5.90230
H 0.61772 -1.20071 -5.67873
H 0.92557 0.19272 -4.53133
C 0.99830 2.96291 2.17222
O 1.77337 2.40786 3.20670
C 2.45005 3.41403 3.92408
C 3.44788 2.82659 4.89926
O 2.76692 2.01350 5.82341
C 3.08356 2.21202 7.18605
C 2.86616 0.91237 7.93783
O 1.66290 0.25627 7.65835
C 0.51389 0.98092 8.05304
H 0.17026 3.55564 2.56726
H 0.67334 2.20609 1.45841
H 1.67867 3.56294 1.53841
H 1.72241 4.08442 4.39744
H 3.02102 4.00501 3.18331
H 3.81252 3.75880 5.37678
H 4.34396 2.34191 4.50482
H 2.49259 3.06723 7.53555
H 4.14371 2.48173 7.28939
H 2.96967 1.07291 9.02416
H 3.67025 0.23108 7.65542
H 0.54265 2.00801 7.67955
H 0.49512 0.95703 9.14965
H -0.38712 0.54218 7.63472
C 1.53626 1.06609 -1.35073
C 2.53173 2.21436 -1.43055
O 3.12866 2.32301 -2.74429
C 3.96541 3.31459 -2.94160
O 4.58181 3.89188 -2.09061
C 4.28851 3.55589 -4.42415
F 3.33397 4.34830 -4.94608
F 5.46813 4.12254 -4.59808
F 4.27631 2.39779 -5.10542
H 0.52718 1.46962 -1.26773
H 1.78325 0.40433 -0.52942
H 1.45025 0.53335 -2.29968
H 3.34197 1.95591 -0.73656
H 2.23503 3.20232 -1.07861
```

Results
**Spin multiplicity**: 1
**Kohn-Sham gap**: 7.00 eV
**ΔE to the lowest compared entry with this formula, charge and spin**: 37.79 kcal per mole
**Total energy**: -3183.310766 Ha
**Total charge**: -1
**E_HOMO**: -4.71 eV
**E_LUMO**: 2.3 eV